No. 1
Computed, not measured: 4 unconnected molecules or ions with the total composition C34H72FN6O9P in a non-equilibrium geometry, with the ωB97M-V functional and the def2-TZVPD basis.

The geometry in ORCA input format:
```
! wB97M-V def2-TZVPD RIJCOSX def2/J DEFGRID3
* xyz 0 1
C 6.33128 4.95869 0.84353
C 5.89183 3.49986 1.13983
C 4.94353 2.87841 0.09158
C 3.39593 2.75961 0.49644
C 3.05505 4.16582 1.14943
C 3.07374 4.28895 2.66148
O 2.06754 4.50220 3.22876
O 2.67183 2.74939 -0.70268
C 1.90561 1.81423 -1.44597
C 2.75130 0.56231 -1.76494
N 4.15565 0.71494 -2.06426
C 4.62222 1.49958 -3.17603
C 1.62440 2.67791 -2.75026
C 1.49975 2.01068 -4.13814
C 2.35482 2.82937 -5.16790
C 0.06652 2.07672 -4.78801
C 0.51436 1.39223 -0.79142
C 0.05646 2.74101 -0.11974
N -1.39779 2.96235 -0.09398
C -1.77278 4.25435 -0.66183
C -0.56484 1.04636 -1.83094
C -1.83819 0.26337 -1.51009
C -2.45026 0.21802 -0.10549
F -1.73712 -1.08366 -1.96045
O 0.70761 0.50863 0.29826
C 0.56017 -0.85762 0.16558
O 0.79698 -1.40386 -1.13754
C 1.44339 -1.66856 1.17482
C 2.52828 -2.51587 0.50337
O 3.49700 -2.82944 1.55748
C 4.55761 -3.53631 1.06442
O 4.56072 -4.69789 1.16876
C 5.74665 -2.82488 0.43004
C 6.10355 -1.50222 1.12281
P 3.39772 1.36165 1.73679
N 2.24168 1.29233 2.80677
H 5.57769 5.69574 1.11913
H 7.23177 5.14934 1.43307
H 6.61038 5.01917 -0.20886
H 6.83317 2.94521 1.04434
H 5.61005 3.36992 2.18278
H 5.25389 1.83247 0.00379
H 5.00291 3.38618 -0.86903
H 3.65812 4.90334 0.62044
H 2.03552 4.38965 0.83775
H 3.97710 4.23159 3.29895
H 2.25079 -0.11300 -2.47160
H 2.74244 -0.01797 -0.83793
H 4.72050 -0.08788 -1.84591
H 4.26484 1.12873 -4.14760
H 4.39617 2.55589 -3.02538
H 5.71588 1.44743 -3.20556
H 0.72972 3.28962 -2.60555
H 2.41139 3.42505 -2.83521
H 1.82235 0.97857 -4.26495
H 2.61305 2.21749 -6.03696
H 3.27076 3.23809 -4.73953
H 1.78058 3.67873 -5.55039
H -0.51748 2.82081 -4.23876
H -0.44820 1.11639 -4.72452
H 0.10912 2.38065 -5.83264
H 0.40797 2.78919 0.91678
H 0.46936 3.61932 -0.61552
H -1.76650 2.85014 0.84008
H -2.85575 4.34448 -0.75233
H -1.35725 4.31434 -1.67339
H -1.34284 5.08594 -0.08101
H -0.87108 1.95714 -2.33052
H -0.06418 0.47255 -2.61855
H -2.62776 0.65310 -2.15870
H -3.26873 0.93579 -0.04736
H -2.87487 -0.76569 0.10159
H -1.75188 0.44176 0.69340
H -0.44732 -1.18736 0.43690
H 0.29473 -2.22268 -1.21420
H 0.82250 -2.36359 1.74391
H 1.93023 -1.03039 1.91642
H 3.08970 -2.00638 -0.28488
H 2.17027 -3.48865 0.15395
H 5.49756 -2.67133 -0.62263
H 6.59324 -3.49526 0.55674
H 6.27676 -1.64420 2.19107
H 7.03350 -1.09311 0.72210
H 5.29934 -0.77755 1.00400
H 4.60833 1.55930 2.45172
H 3.54064 0.10863 1.09532
H 1.57128 2.03355 2.62356
C -2.40597 -2.07303 4.52629
C -1.96228 -2.15259 3.08877
O -1.59048 -1.16680 2.46545
N -1.98966 -3.37033 2.49118
C -2.39929 -4.63894 3.06415
H -2.32990 -1.04259 4.86271
H -3.44460 -2.39676 4.61821
H -1.76594 -2.69240 5.15632
H -1.68554 -3.35659 1.53008
H -1.56505 -5.34172 3.00888
H -3.23444 -5.03058 2.48247
H -2.70780 -4.52949 4.09740
C -6.54832 -1.67132 1.78647
C -6.44566 -2.53467 3.01534
O -5.67008 -3.48076 3.08585
N -7.25100 -2.23441 4.06794
C -8.22435 -1.16387 4.17183
H -5.85118 -2.03156 1.03805
H -7.55308 -1.72299 1.37066
H -6.29455 -0.63692 2.02835
H -7.13260 -2.85100 4.85713
H -7.95843 -0.51703 5.00994
H -9.21071 -1.59259 4.35793
H -8.26111 -0.57127 3.26423
C -6.28153 -4.84875 -0.66508
C -7.09730 -3.81835 -1.40816
O -7.51455 -2.80780 -0.86310
N -7.35900 -4.04804 -2.72232
C -6.95071 -5.17973 -3.53310
H -6.15634 -4.52734 0.36685
H -6.79242 -5.81277 -0.66886
H -5.29446 -4.95052 -1.11897
H -7.90692 -3.32182 -3.15743
H -6.34955 -4.82261 -4.37111
H -7.83850 -5.67919 -3.92525
H -6.36875 -5.89181 -2.95797
*
```

Calculated total energy = -2785.4545 hartree
HOMO-LUMO gap = 8.5 eV
SMILES = CCC[C@@](CC=O)(O[C@](CNC)(CC(C)C)[C@@](CNC)(C[C@H](C)F)O[C@@H](O)CCOC(=O)CC)[PH2]=N.CNC(C)=O.CNC(C)=O.CNC(C)=O
Energy relative to the best compared isomer or geometry (same formula, charge and spin) = 159.7 kJ/mol

***

No. 2
Computed, not measured: 9 unconnected molecules or ions with the total composition C34H72N11O9S in a non-equilibrium geometry, with the ωB97M-V functional and the def2-TZVPD basis.

The geometry in ORCA input format:
```
! wB97M-V def2-TZVPD RIJCOSX def2/J DEFGRID3
* xyz 1 1
C 1.39131 2.99008 -1.34583
N 1.48917 1.61741 -1.40984
C 0.51037 1.06373 -0.36906
C -0.63593 2.15704 0.16745
C -0.70103 1.78305 1.76212
C -2.16064 2.02602 2.47379
C -2.00302 1.44268 4.03344
C -0.99857 2.36884 4.95669
S 0.17327 1.36130 6.04845
C 1.61983 0.68690 5.06452
N 1.60816 0.39604 3.58005
N 2.77605 -0.06313 2.99035
C 3.70957 -0.11933 4.21791
O 2.99572 0.32219 5.44267
C 0.27042 3.50819 -0.21890
H 2.08078 3.61902 -2.05703
H 2.09988 0.98471 -1.97795
H 1.24217 0.94944 0.56722
H 0.12036 -0.03231 -0.49660
H -1.55399 1.90931 -0.52722
H -0.47744 0.61475 1.86448
H 0.14798 2.37493 2.32542
H -2.93088 1.29446 1.94365
H -2.54793 3.13037 2.44836
H -3.03272 1.27597 4.56365
H -1.48355 0.37185 3.95481
H -1.69799 2.96417 5.71733
H -0.41123 3.17766 4.33207
H 4.80666 -0.49963 4.05985
H 0.84691 3.93602 0.73364
H -0.32631 4.42298 -0.63959
C 4.01119 5.48230 -3.70092
O 3.62842 4.81314 -2.74941
N 3.75297 6.82302 -3.89185
C 4.24321 7.54418 -5.04749
C 2.96632 7.53360 -2.90561
H 4.61690 5.03968 -4.50896
H 4.88325 8.36342 -4.70768
H 3.39030 7.94885 -5.59974
H 4.81894 6.88847 -5.70615
H 3.46959 7.47136 -1.93598
H 1.98385 7.05877 -2.82372
H 2.84509 8.58252 -3.19013
C 1.66788 -4.25118 2.22149
O 1.28559 -5.08936 1.41467
N 2.37388 -4.51517 3.37584
C 2.79038 -3.46440 4.28047
C 2.71008 -5.88693 3.69467
H 1.46519 -3.17730 2.07511
H 3.88097 -3.47980 4.36207
H 2.34566 -3.64676 5.26289
H 2.47140 -2.48335 3.91850
H 3.31560 -6.30325 2.88388
H 1.78770 -6.46940 3.78033
H 3.26717 -5.94034 4.63417
C -1.53288 -9.30132 5.73682
O -2.28063 -8.56357 6.36631
N -1.09247 -9.08412 4.44860
C -0.20640 -10.00786 3.77222
C -1.52955 -7.89434 3.74874
H -1.14124 -10.23387 6.17580
H 0.71332 -9.48149 3.50143
H -0.70051 -10.37364 2.86765
H 0.04195 -10.85730 4.41412
H -1.21485 -7.01214 4.31444
H -2.62186 -7.89997 3.68374
H -1.10164 -7.85797 2.74303
C -5.64254 -12.11707 6.60460
O -6.46281 -13.00143 6.39314
N -5.90893 -10.90585 7.20678
C -4.88002 -9.91019 7.42107
C -7.26075 -10.61930 7.63910
H -4.58487 -12.23224 6.31511
H -4.80058 -9.70894 8.49321
H -5.16013 -8.99330 6.89473
H -3.91246 -10.25680 7.04834
H -7.57123 -11.37732 8.36460
H -7.92905 -10.66516 6.77384
H -7.31867 -9.62754 8.09617
C 3.24048 7.46931 -8.93392
O 3.28451 7.69596 -7.73128
N 4.11656 6.66299 -9.62889
C 3.99599 6.44550 -11.05510
C 5.19211 6.01237 -8.91035
H 2.46168 7.91439 -9.57509
H 3.85696 5.37636 -11.23920
H 4.91327 6.78636 -11.54355
H 3.14476 6.99423 -11.46687
H 4.76507 5.37217 -8.13246
H 5.81627 6.77537 -8.43531
H 5.80152 5.40927 -9.58915
C -7.31953 -7.18554 6.43048
O -7.72834 -7.88738 7.34697
N -8.10677 -6.57555 5.47716
C -7.54430 -5.75880 4.42242
C -9.54223 -6.75695 5.53159
H -6.24402 -6.98269 6.29686
H -7.95729 -4.74891 4.49891
H -7.81424 -6.19409 3.45607
H -6.45509 -5.70805 4.50163
H -9.91222 -6.38628 6.49234
H -9.76986 -7.82449 5.45456
H -10.03157 -6.21697 4.71621
C 1.59342 10.67381 -1.47681
O 2.49356 10.22406 -2.17476
N 1.71253 11.03448 -0.15152
C 0.59655 11.56013 0.60623
C 2.99436 10.88306 0.50452
H 0.57789 10.82910 -1.87719
H 0.85340 12.56057 0.96601
H 0.40567 10.90101 1.45789
H -0.30454 11.62069 -0.00989
H 3.73966 11.48302 -0.02644
H 3.29410 9.83148 0.46304
H 2.93607 11.20784 1.54712
C 2.85221 2.53762 -13.58402
O 2.91420 3.73159 -13.84908
N 2.54539 2.00691 -12.34917
C 2.49251 0.57891 -12.11689
C 2.26699 2.90560 -11.24859
H 3.04630 1.76766 -14.34901
H 1.48723 0.31283 -11.77793
H 3.22171 0.31911 -11.34426
H 2.72259 0.02242 -13.02936
H 1.41349 3.53777 -11.51171
H 3.13959 3.54404 -11.08015
H 2.04132 2.34373 -10.33797
*
```

Calculated total energy = -3015.7881 hartree
HOMO-LUMO gap = 5.5 eV

***

Number 1: highest occupied orbital energy -7.991 eV. Number 2: highest occupied orbital energy -9.296 eV.